Formula: C17H52AgN11O8
Source: the OMol25 dataset
Level of theory: ωB97M-V with the def2-TZVPD basis set

Last column: Mulliken charge in e.
CARTESIAN COORDINATES (ANGSTROEM)
1 Ag -14.84 13.49 -7.68  0.727
2 C -17.79 14.81 -8.83  -1.592
3 O -16.57 14.50 -9.43  -0.308
4 H -17.80 15.18 -7.80  0.112
5 H -18.31 15.57 -9.43  0.606
6 H -18.43 13.91 -8.74  0.477
7 C -17.62 19.09 -6.50  -1.566
8 C -16.15 18.79 -6.27  1.360
9 C -15.47 19.79 -5.34  -1.098
10 O -14.06 19.78 -5.57  -0.300
11 C -13.33 20.45 -4.58  -0.771
12 N -16.07 17.45 -5.65  -0.551
13 H -17.74 19.98 -7.12  0.383
14 H -18.05 19.41 -5.55  0.465
15 H -18.08 18.22 -6.97  0.251
16 H -15.75 18.78 -7.29  -0.103
17 H -15.68 19.56 -4.29  0.416
18 H -15.84 20.82 -5.44  0.422
19 H -13.43 21.54 -4.62  0.284
20 H -12.30 20.11 -4.67  0.246
21 H -13.67 20.16 -3.58  0.331
22 H -16.48 16.70 -6.19  -0.033
23 H -15.08 17.24 -5.59  0.290
24 C -13.39 10.14 -6.52  -1.354
25 C -14.43 9.94 -5.44  0.397
26 C -15.24 11.19 -5.23  -0.816
27 O -15.68 11.83 -6.43  0.165
28 C -17.07 11.63 -6.70  -0.347
29 N -15.31 8.83 -5.82  -0.724
30 H -12.57 9.41 -6.54  0.410
31 H -12.77 11.04 -6.46  0.323
32 H -13.71 10.09 -7.56  0.244
33 H -13.86 9.67 -4.55  0.329
34 H -14.52 11.87 -4.76  0.395
35 H -16.06 11.03 -4.53  0.332
36 H -17.51 12.53 -7.14  -0.382
37 H -17.59 11.48 -5.76  0.427
38 H -17.25 10.78 -7.36  0.214
39 H -15.73 9.00 -6.73  0.174
40 H -14.83 7.95 -5.96  0.305
41 C -18.71 14.47 -3.17  -1.634
42 C -19.11 14.80 -4.59  1.257
43 C -20.26 13.98 -5.14  0.640
44 O -19.94 12.60 -5.25  -0.312
45 C -20.87 11.96 -6.08  -0.835
46 N -19.37 16.23 -4.66  -0.725
47 H -19.51 14.60 -2.44  0.345
48 H -17.87 15.09 -2.84  0.414
49 H -18.50 13.39 -3.17  0.317
50 H -18.26 14.60 -5.27  -0.360
51 H -20.31 14.38 -6.16  -0.828
52 H -21.23 14.18 -4.67  0.368
53 H -20.75 10.90 -5.88  0.299
54 H -20.69 12.19 -7.14  0.272
55 H -21.93 12.16 -5.89  0.382
56 H -18.48 16.71 -4.65  0.259
57 H -19.78 16.38 -5.59  0.275
58 C -14.06 12.18 -10.75  0.652
59 O -13.67 12.27 -9.58  -0.643
60 N -13.95 11.09 -11.52  -0.363
61 N -14.69 13.23 -11.37  -0.298
62 H -13.35 10.33 -11.25  0.238
63 H -14.06 11.21 -12.52  0.185
64 H -15.06 13.15 -12.30  0.241
65 H -15.15 13.83 -10.68  -0.053
66 C -17.81 12.03 -11.85  0.378
67 O -17.96 11.02 -12.55  -0.717
68 N -17.24 11.90 -10.61  -0.153
69 N -18.40 13.22 -12.10  -0.271
70 H -17.00 12.79 -10.17  0.022
71 H -16.72 11.05 -10.46  0.213
72 H -19.08 13.35 -12.82  0.201
73 H -18.19 13.96 -11.45  0.231
74 C -16.24 18.55 -9.82  0.588
75 O -15.67 19.66 -9.84  -0.700
76 N -15.60 17.38 -9.98  -0.316
77 N -17.58 18.47 -9.74  -0.277
78 H -16.14 16.53 -9.94  0.095
79 H -14.64 17.34 -9.69  0.230
80 H -18.13 19.31 -9.72  0.202
81 H -17.97 17.55 -9.77  0.197
82 C -21.61 16.25 -8.03  0.751
83 O -21.41 16.60 -6.87  -0.668
84 N -21.27 15.00 -8.50  -0.191
85 N -22.11 17.08 -8.97  -0.459
86 H -21.39 14.92 -9.49  0.203
87 H -20.72 14.36 -7.97  -0.203
88 H -22.46 17.94 -8.58  0.253
89 H -22.38 16.76 -9.88  0.157

electronic energy: -2030.14717 Eh
max |F|: 3.275 eV/A
energy relative to the best compared isomer or geometry (same formula, charge and spin): 19.06 kcal/mol
frontier orbital gap: 7.97 eV

---

Formula: C5H9NO2
Source: the OMol25 dataset
Level of theory: ωB97M-V with the def2-TZVPD basis set

Last column: natural (NBO) charge in e.
CARTESIAN COORDINATES (ANGSTROEM)
1 C 0.63 -1.35 -1.13  -0.698
2 C -1.07 0.39 0.49  0.386
3 C -0.01 0.01 -1.03  0.450
4 N 1.84 0.70 0.46  -0.804
5 C 0.64 0.99 -0.16  -0.029
6 C -1.33 -0.56 1.39  -0.559
7 O -1.13 0.26 -1.64  -0.699
8 O -1.79 1.55 0.51  -0.705
9 H -1.89 1.86 -0.40  0.502
10 H 1.98 -0.24 0.80  0.388
11 H 2.18 1.40 1.10  0.391
12 H 0.51 2.03 -0.44  0.237
13 H 0.81 -1.82 -0.16  0.218
14 H -0.04 -2.02 -1.67  0.253
15 H 1.62 -1.24 -1.59  0.238
16 H -0.74 -1.47 1.47  0.203
17 H -2.21 -0.48 2.00  0.228

electronic energy: -401.02042 Eh
max |F|: 3.979 eV/A
energy relative to the best compared isomer or geometry (same formula, charge and spin): 98.10 kcal/mol
frontier orbital gap (alpha / beta): 8.82 / 8.82 eV

---

Formula: C30H30IN6O8
Source: the OMol25 dataset
Level of theory: ωB97M-V with the def2-TZVPD basis set

Last column: Mulliken charge in e.
CARTESIAN COORDINATES (ANGSTROEM)
1 C 3.92 2.29 -1.10  -0.841
2 C 3.57 0.75 -1.55  -0.209
3 C 2.43 0.77 -2.74  -0.555
4 I 2.31 -1.11 -3.89  0.162
5 C 1.01 1.17 -2.02  0.224
6 C 0.29 2.52 -2.61  -0.369
7 N -0.96 2.67 -1.77  -0.081
8 C -0.97 1.49 -0.78  -0.170
9 N 0.20 0.54 -0.91  0.060
10 H 4.73 2.77 -1.81  0.345
11 H 4.36 2.31 0.01  0.180
12 H 2.97 3.01 -1.18  0.242
13 H 4.51 0.09 -1.81  0.362
14 H 3.07 0.23 -0.60  0.162
15 H 2.65 1.62 -3.54  0.398
16 H 0.74 3.16 -3.49  0.356
17 H -1.66 3.45 -1.87  0.290
18 H -1.83 1.34 0.02  0.176
19 H 0.45 -0.34 -0.40  0.354
20 C 6.20 -2.42 3.49  -0.376
21 C 6.67 -1.36 4.26  -0.493
22 C 6.80 -0.09 3.70  -0.330
23 C 6.45 0.11 2.35  -0.060
24 C 5.99 -0.96 1.57  -0.070
25 C 5.87 -2.23 2.15  -0.546
26 N 6.57 1.44 1.76  1.020
27 O 7.00 2.36 2.47  -0.568
28 O 6.22 1.58 0.57  -0.636
29 H 6.09 -3.41 3.94  0.387
30 H 6.92 -1.52 5.31  0.392
31 H 7.16 0.73 4.31  0.453
32 H 5.73 -0.83 0.52  0.435
33 H 5.51 -3.07 1.55  0.385
34 C -2.37 -2.15 -3.11  -0.128
35 C -1.15 -2.52 -3.67  -0.079
36 C -1.11 -3.38 -4.76  -0.254
37 C -2.31 -3.86 -5.30  -0.101
38 C -3.54 -3.49 -4.75  -0.418
39 C -3.57 -2.63 -3.65  -0.382
40 N -2.28 -4.75 -6.47  0.974
41 O -1.17 -5.07 -6.93  -0.580
42 O -3.36 -5.12 -6.94  -0.571
43 H -2.40 -1.47 -2.26  0.206
44 H -0.22 -2.14 -3.24  0.006
45 H -0.15 -3.66 -5.18  0.433
46 H -4.48 -3.86 -5.15  0.441
47 H -4.52 -2.34 -3.21  0.392
48 C -7.15 0.85 0.36  -0.392
49 C -7.30 -0.49 0.01  -0.580
50 C -6.18 -1.32 -0.07  -0.213
51 C -4.91 -0.80 0.20  0.068
52 C -4.75 0.55 0.54  0.092
53 C -5.88 1.37 0.62  -0.664
54 N -3.74 -1.67 0.13  0.977
55 O -3.91 -2.86 -0.19  -0.517
56 O -2.63 -1.18 0.41  -0.607
57 H -8.02 1.50 0.43  0.396
58 H -8.29 -0.89 -0.19  0.386
59 H -6.32 -2.37 -0.35  0.471
60 H -3.77 0.97 0.75  0.138
61 H -5.77 2.42 0.89  0.427
62 C 1.02 1.42 4.18  -0.559
63 C 0.06 1.34 5.20  -0.439
64 C -1.19 1.94 5.03  -0.412
65 C -1.48 2.61 3.84  -0.102
66 C -0.52 2.70 2.82  -0.308
67 C 0.73 2.10 2.99  -0.449
68 N -2.80 3.22 3.65  1.024
69 O -3.61 3.14 4.58  -0.570
70 O -3.03 3.78 2.56  -0.608
71 H 1.99 0.95 4.31  0.444
72 H 0.30 0.82 6.12  0.385
73 H -1.92 1.87 5.84  0.451
74 H -0.73 3.22 1.88  0.575
75 H 1.48 2.16 2.21  0.568

electronic energy: -2388.50830 Eh
max |F|: 8.353 eV/A
energy relative to the best compared isomer or geometry (same formula, charge and spin): 161.48 kcal/mol
frontier orbital gap: 7.67 eV
charge: +1

---

Formula: H22O11
Source: the OMol25 dataset
Level of theory: ωB97M-V with the def2-TZVPD basis set

Last column: natural (NBO) charge in e.
CARTESIAN COORDINATES (ANGSTROEM)
1 O -32.37 24.35 51.29  -0.974
2 H -32.59 24.21 50.37  0.476
3 H -33.26 24.62 51.57  0.482
4 O -34.89 25.38 50.15  -1.006
5 H -35.89 25.39 50.15  0.501
6 H -34.35 24.85 49.54  0.503
7 O -31.27 21.17 46.99  -0.976
8 H -30.49 20.86 47.46  0.499
9 H -31.64 20.37 46.63  0.493
10 O -33.61 21.76 45.51  -0.984
11 H -33.04 21.80 46.32  0.486
12 H -33.21 21.40 44.69  0.496
13 O -34.26 21.01 48.70  -0.955
14 H -34.63 21.34 47.75  0.504
15 H -35.01 20.78 49.11  0.480
16 O -33.05 25.46 45.45  -0.950
17 H -33.11 26.33 45.45  0.465
18 H -32.83 25.00 46.26  0.485
19 O -32.39 19.93 50.48  -1.044
20 H -33.00 20.28 49.69  0.484
21 H -31.65 20.67 50.79  0.511
22 O -29.45 23.40 48.77  -0.958
23 H -29.26 24.33 48.72  0.503
24 H -28.54 22.99 48.71  0.497
25 O -30.34 21.96 50.98  -0.974
26 H -30.01 22.46 50.10  0.494
27 H -30.86 22.51 51.42  0.478
28 O -29.74 23.12 45.86  -0.936
29 H -30.33 22.44 45.99  0.465
30 H -29.68 23.24 46.77  0.451
31 O -32.91 23.52 48.66  -0.987
32 H -33.48 22.77 48.72  0.495
33 H -32.16 23.14 48.15  0.495

electronic energy: -840.74030 Eh
max |F|: 8.325 eV/A
energy relative to the best compared isomer or geometry (same formula, charge and spin): 87.75 kcal/mol
frontier orbital gap: 9.67 eV

---

Formula: C37H33F7N3O2PSn
Source: the OMol25 dataset
Level of theory: ωB97M-V with the def2-TZVPD basis set

Last column: Mulliken charge in e.
CARTESIAN COORDINATES (ANGSTROEM)
1 Sn 0.09 -0.60 -1.40  0.491
2 C -0.51 -3.68 -2.84  -1.059
3 C -0.22 -4.00 -1.38  -0.740
4 N 0.74 -3.09 -0.71  1.100
5 C 0.68 -3.43 0.73  -0.626
6 C 1.67 -2.71 1.62  -1.286
7 C 2.10 -3.27 -1.25  -1.324
8 C 2.80 -1.94 -1.39  -0.246
9 N 1.99 -1.09 -2.27  0.419
10 C 2.46 -0.61 -3.46  0.034
11 C 1.55 -0.08 -4.39  0.374
12 F 0.23 -0.07 -4.06  -0.361
13 C 1.90 0.43 -5.62  0.125
14 F 0.93 0.90 -6.41  -0.319
15 C 3.22 0.43 -6.05  -0.572
16 C 4.14 -0.08 -5.16  0.156
17 F 5.44 -0.09 -5.50  -0.316
18 C 3.80 -0.58 -3.92  0.308
19 F 4.82 -0.99 -3.14  -0.348
20 H -1.19 -4.43 -3.23  0.507
21 H 0.39 -3.70 -3.46  0.289
22 H -0.98 -2.71 -2.96  0.133
23 H 0.17 -5.03 -1.31  0.401
24 H -1.14 -3.98 -0.81  0.367
25 H 0.84 -4.52 0.84  0.373
26 H -0.33 -3.22 1.07  0.219
27 H 2.71 -3.00 1.42  0.428
28 H 1.46 -2.95 2.66  0.430
29 H 1.61 -1.62 1.51  0.242
30 H 2.03 -3.71 -2.25  0.496
31 H 2.67 -3.97 -0.63  0.215
32 H 3.79 -2.12 -1.79  0.700
33 H 2.93 -1.45 -0.42  -0.361
34 H 3.50 0.82 -7.01  0.504
35 O 3.06 0.53 0.74  -0.748
36 C 1.89 0.68 0.99  -0.749
37 O 0.91 0.61 0.12  0.616
38 C 1.43 1.09 2.37  0.431
39 C 2.30 1.88 3.11  -0.625
40 C 1.93 2.39 4.34  -0.751
41 C 0.66 2.12 4.84  -0.775
42 C -0.20 1.31 4.13  -0.188
43 C 0.17 0.77 2.90  0.329
44 P -1.00 -0.38 2.04  1.355
45 C -1.50 -1.53 3.37  0.641
46 C -0.76 -1.76 4.52  -0.587
47 C -1.08 -2.80 5.38  -0.754
48 C -2.14 -3.64 5.09  -0.548
49 C -2.88 -3.45 3.93  -0.845
50 C -2.55 -2.41 3.07  -0.585
51 C -2.40 0.78 1.83  0.353
52 C -3.71 0.55 2.24  -0.495
53 C -4.71 1.47 1.94  -0.710
54 C -4.42 2.62 1.23  -0.659
55 C -3.11 2.86 0.82  -0.614
56 C -2.12 1.95 1.11  -0.470
57 H 3.28 2.09 2.69  0.504
58 H 2.61 3.02 4.90  0.399
59 H 0.35 2.53 5.79  0.437
60 H -1.19 1.09 4.53  0.527
61 H 0.08 -1.12 4.77  0.399
62 H -0.49 -2.95 6.28  0.405
63 H -2.39 -4.46 5.76  0.403
64 H -3.70 -4.11 3.69  0.404
65 H -3.10 -2.30 2.14  0.542
66 H -3.96 -0.32 2.82  0.433
67 H -5.73 1.28 2.27  0.410
68 H -5.20 3.34 1.00  0.395
69 H -2.87 3.77 0.27  0.516
70 H -1.10 2.14 0.79  0.045
71 F -2.24 6.32 -3.89  -0.281
72 C -1.45 6.18 -2.82  0.736
73 F -2.13 6.66 -1.76  -0.252
74 F -0.39 6.98 -3.00  -0.257
75 C -1.04 4.76 -2.59  0.508
76 C -1.62 3.71 -3.29  -0.967
77 C -1.19 2.42 -3.00  -0.373
78 N -0.26 2.15 -2.10  0.318
79 C 0.29 3.16 -1.43  -0.497
80 C -0.06 4.49 -1.65  -1.065
81 H -2.39 3.89 -4.03  0.487
82 H -1.62 1.57 -3.52  0.515
83 H 1.04 2.89 -0.70  0.467
84 H 0.42 5.28 -1.09  0.467

electronic energy: -2999.25531 Eh
max |F|: 0.321 eV/A
energy relative to the best compared isomer or geometry (same formula, charge and spin): 0.00 kcal/mol
frontier orbital gap: 7.81 eV

---

Formula: C3H5N3S
Source: the OMol25 dataset
Level of theory: ωB97M-V with the def2-TZVPD basis set

Last column: natural (NBO) charge in e.
CARTESIAN COORDINATES (ANGSTROEM)
1 C 1.55 -1.17 -0.09  -0.005
2 C 0.53 1.10 0.19  -0.576
3 C -0.35 -0.09 0.51  -0.002
4 N 0.45 -1.32 0.37  -0.416
5 N -2.52 -0.01 -0.44  -0.314
6 N -1.28 -0.09 -0.66  -0.125
7 S 2.16 0.48 -0.36  0.179
8 H 2.26 -1.98 -0.09  0.208
9 H 0.13 1.56 -0.77  0.270
10 H 0.82 1.57 1.17  0.252
11 H -0.74 -0.03 1.51  0.205
12 H -3.02 -0.02 -1.34  0.323

electronic energy: -679.67846 Eh
max |F|: 4.904 eV/A
energy relative to the best compared isomer or geometry (same formula, charge and spin): 66.99 kcal/mol
frontier orbital gap: 9.50 eV